C12H19B3CaClIN2O6P | ωB97M-V/def2-TZVPD

Output
M   553.1 g/mol
LUMO energy   -0.2307 Ha
Orbital gap   3.22 eV
HOMO energy   -9.497 eV
Energy   -2880.9249 hartree
Net charge   +1

Each line ends with the Löwdin charge.
Cartesian coordinates (Å):
C: 4.94620 -1.56754 2.03742  -0.04
B: 3.66092 -0.65491 1.95232  -0.55
O: 2.69219 -0.68893 2.94893  0.09
B: 3.38681 0.36556 0.60226  -1.09
I: 5.10124 1.81016 0.70798  0.87
O: 3.27663 -0.51245 -0.64624  -0.05
C: 1.97519 -0.51052 -1.00533  -0.53
P: 0.84830 -1.67460 -0.10368  0.73
O: -0.26743 -1.81640 -1.43194  -0.56
Cl: 1.93804 -3.40064 -0.07991  0.36
C: 1.58427 0.99232 -0.70955  -0.39
C: 0.03169 1.19313 -0.71825  -0.18
C: -0.52973 1.54561 0.64287  -0.06
C: -1.99189 1.88703 0.42659  -0.44
O: -2.29982 2.57150 -0.52287  0.09
N: -2.96994 1.42591 1.31145  0.14
C: -3.76104 0.37332 0.77016  -0.24
C: -4.31043 0.39552 -0.49994  -0.04
C: -5.08950 -0.66857 -0.91632  -0.10
C: -5.34166 -1.74886 -0.10715  -0.09
C: -4.76660 -1.78694 1.15077  -0.07
C: -3.98771 -0.73504 1.56914  -0.03
B: 2.18667 1.81177 -1.96370  -0.50
N: 1.82486 1.17714 -3.29707  0.14
O: 2.93354 2.92175 -1.94746  0.20
O: 2.11590 1.12818 0.54447  -0.03
H: 5.26098 -1.80632 3.05567  0.06
H: 5.78210 -1.19208 1.45424  0.04
H: 4.66283 -2.51729 1.56442  0.06
H: 3.09296 -0.71562 3.82515  0.10
H: 1.80572 -0.84619 -2.05778  0.09
H: -0.92700 -2.46812 -1.15197  0.07
H: -0.25391 2.00647 -1.40513  0.12
H: -0.51002 0.28242 -1.00824  0.02
H: -0.01865 2.41726 1.04755  0.16
H: -0.37560 0.73493 1.35144  0.13
H: -2.58318 1.18902 2.21572  0.14
H: -4.13225 1.23668 -1.15220  0.10
H: -5.53422 -0.63125 -1.90142  0.10
H: -5.97348 -2.55986 -0.43417  0.11
H: -4.93365 -2.62118 1.81332  0.11
H: -3.54462 -0.78513 2.55567  0.12
H: 0.85094 0.94696 -3.22087  -0.08
H: 2.39689 0.35836 -3.46845  0.10
H: 2.46435 3.72837 -1.70894  0.14
Ca: -0.61283 -0.35469 -3.09256  1.69

---

C34H39CaN5O4P2 | ωB97M-V/def2-TZVPD

Output
M   683.7 g/mol
LUMO energy   -0.0335 Ha
Orbital gap   5.75 eV
HOMO energy   -6.658 eV
Energy   -3253.7768 hartree
Net charge   0

Each line ends with the Löwdin charge.
Cartesian coordinates (Å):
Ca: 0.06190 -0.10590 3.93027  1.25
C: -1.16460 1.67320 3.39047  -0.20
C: -1.47750 0.67060 2.47827  -0.19
C: -0.95500 0.59610 1.05307  -0.18
C: 0.32390 -0.26540 0.91467  -0.16
C: 1.28890 -0.13010 2.07157  -0.21
C: 1.60120 1.04380 2.74917  -0.18
C: 1.07750 2.42360 2.38677  -0.16
C: -0.20070 2.81720 3.16657  -0.15
C: 1.43340 -1.30690 4.92647  -0.38
H: -1.83110 1.79730 4.24197  0.13
H: -2.35030 0.05990 2.69727  0.13
H: -0.77700 1.60560 0.67237  0.10
H: -1.73410 0.16200 0.41797  0.11
H: 0.03330 -1.31980 0.85497  0.12
H: 0.83040 -0.02920 -0.03373  0.12
H: 1.95630 -0.97850 2.21177  0.12
H: 2.47410 1.02150 3.39737  0.13
H: 0.89820 2.47860 1.30947  0.11
H: 1.85660 3.16120 2.60597  0.12
H: 0.09060 3.19480 4.15257  0.12
H: -0.70830 3.64840 2.65347  0.13
H: 1.34170 -1.19830 6.01197  -0.03
H: 2.46480 -1.07570 4.63087  -0.04
H: 1.22780 -2.35590 4.67597  -0.04
P: 1.40250 -1.33270 -4.71963  1.03
P: -1.66690 -0.65320 -4.27203  1.01
N: 2.82090 -0.32940 -4.54343  -0.28
N: 1.96350 -2.62480 -5.72883  -0.27
N: -1.77380 1.06080 -4.04033  -0.27
N: -3.31520 -1.10350 -4.63193  -0.28
C: 0.50210 -0.32030 -5.98313  -0.38
C: -0.98650 -0.69160 -5.99463  -0.39
C: 3.08510 0.31490 -3.33523  -0.16
C: 4.07050 1.24900 -3.54753  -0.10
C: 4.42870 1.18300 -4.92913  -0.09
C: 3.64610 0.21760 -5.51953  -0.14
C: 2.21560 -3.88940 -5.19373  -0.15
C: 2.72890 -4.68790 -6.18333  -0.09
C: 2.80230 -3.89940 -7.37253  -0.09
C: 2.33410 -2.64400 -7.07483  -0.15
C: -1.70750 1.61260 -2.75953  -0.15
C: -1.90560 2.96610 -2.85643  -0.09
C: -2.10390 3.27020 -4.23823  -0.09
C: -2.02290 2.09570 -4.94373  -0.15
C: -4.26780 -0.44120 -5.39793  -0.14
C: -5.29640 -1.31750 -5.65643  -0.09
C: -4.96840 -2.56670 -5.04513  -0.10
C: -3.75210 -2.41160 -4.42453  -0.16
H: 0.97690 -0.50870 -6.95303  0.06
H: 0.60710 0.74550 -5.76113  0.08
H: -1.57700 0.00940 -6.59603  0.07
H: -1.10730 -1.68820 -6.42883  0.09
H: 2.53760 0.03720 -2.44653  0.08
H: 4.50360 1.89450 -2.79613  0.09
H: 5.19260 1.76510 -5.42683  0.09
H: 3.60950 -0.14140 -6.53603  0.10
H: 1.99600 -4.08430 -4.15413  0.10
H: 3.01310 -5.72530 -6.07573  0.10
H: 3.15320 -4.22390 -8.34263  0.10
H: 2.22150 -1.77290 -7.70163  0.09
H: -1.52150 0.97220 -1.90983  0.08
H: -1.90040 3.66690 -2.03343  0.09
H: -2.27830 4.24800 -4.66633  0.10
H: -2.10800 1.90930 -6.00313  0.10
H: -4.13120 0.59250 -5.67353  0.09
H: -6.19890 -1.08450 -6.20543  0.09
H: -5.56850 -3.46580 -5.04603  0.09
H: -3.14400 -3.09760 -3.85313  0.10
O: -1.57970 -0.74990 6.47797  -0.08
C: -0.80100 0.22170 6.89907  -0.53
O: -0.04430 0.84870 6.02527  -0.22
C: -0.57420 0.40300 8.34957  -0.13
C: 0.43340 1.26270 8.81657  0.00
C: 0.70960 1.35450 10.18437  0.02
C: -0.01850 0.59100 11.11787  -0.14
C: -1.03850 -0.25610 10.64597  0.02
C: -1.31060 -0.35030 9.27917  0.01
N: 0.28120 0.66060 12.51397  -0.40
O: 1.16640 1.35970 12.90817  0.08
O: -0.32770 -0.00200 13.29827  0.09
H: 1.02930 1.84370 8.12337  0.11
H: 1.50540 2.01180 10.51117  0.11
H: -1.61630 -0.86080 11.33337  0.12
H: -2.08560 -1.03120 8.94987  0.12

---

C2H2BrNO3 | ωB97M-V/def2-TZVPD

Output
M   167.9 g/mol
LUMO energy   -0.0299 Ha
Orbital gap   9.74 eV
HOMO energy   -10.550 eV
Energy   -2931.7430 hartree
Net charge   0

Each line ends with the Löwdin charge.
Cartesian coordinates (Å):
C: -0.98668 0.90660 -0.34508  -0.77
C: 0.01454 -0.59382 0.48210  0.02
N: 1.17148 -0.41793 -0.26555  -0.50
O: -0.84434 1.12740 -1.46756  0.08
O: 1.47821 -1.28655 -1.01476  0.12
O: 1.84289 0.58366 -0.03361  0.07
Br: -2.30538 1.56353 0.79745  0.79
H: -0.55836 -1.47599 0.35569  0.10
H: 0.18763 -0.40691 1.49131  0.09

---

C7H15ClI2N2OPRhS | ωB97M-V/def2-TZVPD

Output
Spin multiplicity   5
M   598.4 g/mol
LUMO energy (spin up / spin down)   -0.2312 / -0.4234 Ha
Orbital gap (spin up / spin down)   8.40 / 3.12 eV
HOMO energy (spin up / spin down)   -14.695 / -14.639 eV
Energy   -2365.5148 hartree
Net charge   +2

Each line ends with the Mulliken spin population.
Cartesian coordinates (Å):
I: 3.42671 -3.67302 -2.93940  1.49
I: 1.31669 -2.61419 -4.00452  1.45
Rh: 0.78094 -0.44942 0.83101  1.17
P: 2.06862 0.69361 -0.51282  -0.08
C: 2.89986 -0.13410 -1.87851  0.01
C: 1.05355 2.02096 -1.24833  0.00
H: 2.98938 2.06482 1.24464  0.00
H: 3.90586 2.25860 -0.29186  0.00
H: 4.13506 0.79748 0.71825  0.01
C: 3.41255 1.54585 0.37941  0.00
H: 0.48223 2.50040 -0.44731  0.00
H: 1.70198 2.75070 -1.74524  0.00
H: 3.64075 0.51965 -2.35639  0.01
H: 2.15253 -0.43337 -2.62707  0.03
H: 0.36725 1.57640 -1.97643  0.01
H: 3.40180 -1.04194 -1.52251  0.00
C: 0.84782 -2.01797 -0.07670  -0.10
O: 0.75825 -3.09075 -0.51841  0.00
Cl: 0.52963 1.57732 2.10885  0.00
S: -0.73123 -1.64297 2.34313  0.00
C: -2.18581 -0.91728 1.83533  -0.01
N: -2.49732 0.39099 1.82899  0.01
C: -3.83536 0.64227 1.31897  0.00
C: -4.33889 -0.75254 0.95135  0.00
N: -3.25435 -1.61432 1.39252  0.00
H: -1.81603 1.11556 2.06064  0.00
H: -3.79769 1.31170 0.45321  0.00
H: -4.45813 1.10451 2.08986  0.00
H: -4.49388 -0.86166 -0.12719  0.00
H: -5.26133 -1.01188 1.47565  0.00
H: -3.20142 -2.61543 1.24088  0.00

---

C4H6N2O | ωB97M-V/def2-TZVPD

Output
M   98.1 g/mol
SMILES   NN=C=C=O.C=C
LUMO energy   -0.0116 Ha
Orbital gap   7.96 eV
HOMO energy   -8.275 eV
Energy   -340.6000 hartree
Net charge   0

Each line ends with the Löwdin charge.
Cartesian coordinates (Å):
N: -0.73100 1.28980 0.87115  0.05
N: -1.60220 1.15463 -0.06145  -0.05
C: -2.78390 0.66192 0.13016  -0.10
C: -3.77123 -0.03481 -0.26492  -0.23
O: -4.54314 -0.88572 -0.55821  0.10
H: -0.98263 0.90498 1.74999  0.10
H: 0.22189 1.38422 0.50622  0.12
C: 0.48524 -0.96790 -0.58307  -0.09
C: 0.59647 -1.39116 0.69498  -0.08
H: 1.41116 -0.61825 -1.13138  0.07
H: -0.44811 -0.96868 -1.11487  0.04
H: -0.24654 -1.92868 1.08500  0.05
H: 1.53804 -1.53888 1.16260  0.04

---

C2H3N3O3 | ωB97M-V/def2-TZVPD

Output
M   117.1 g/mol
SMILES   Nn1oc(=O)nc1O
LUMO energy   0.0044 Ha
Orbital gap   10.30 eV
HOMO energy   -10.185 eV
Energy   -467.9396 hartree
Net charge   0

Each line ends with the Löwdin charge.
Cartesian coordinates (Å):
N: -1.20208 -1.44663 0.20405  0.10
N: -0.23951 -0.59918 -0.41357  -0.06
O: 1.16797 -1.05940 -0.30266  0.07
C: 1.92073 0.09379 -0.02531  -0.55
O: 3.09809 0.02293 0.01206  0.14
N: 1.07765 1.19044 0.05347  0.21
C: -0.13606 0.74335 -0.08468  -0.40
O: -1.25802 1.48470 -0.19643  0.12
H: -1.94728 -1.77182 -0.44432  0.12
H: -1.49317 -1.05414 1.09884  0.10
H: -0.98831 2.39596 0.09856  0.15

---

Please write out number 6 again, unchanged.
C2H3N3O3 | ωB97M-V/def2-TZVPD

Output
M   117.1 g/mol
SMILES   Nn1oc(=O)nc1O
LUMO energy   0.0044 Ha
Orbital gap   10.30 eV
HOMO energy   -10.185 eV
Energy   -467.9396 hartree
Net charge   0

Each line ends with the Löwdin charge.
Cartesian coordinates (Å):
N: -1.20208 -1.44663 0.20405  0.10
N: -0.23951 -0.59918 -0.41357  -0.06
O: 1.16797 -1.05940 -0.30266  0.07
C: 1.92073 0.09379 -0.02531  -0.55
O: 3.09809 0.02293 0.01206  0.14
N: 1.07765 1.19044 0.05347  0.21
C: -0.13606 0.74335 -0.08468  -0.40
O: -1.25802 1.48470 -0.19643  0.12
H: -1.94728 -1.77182 -0.44432  0.12
H: -1.49317 -1.05414 1.09884  0.10
H: -0.98831 2.39596 0.09856  0.15